Computed, not measured: a 4-piece molecular cluster, C20H50BFN2O14P3 overall, with ωB97M-V with the def2-TZVPD basis set.

CARTESIAN COORDINATES (ANGSTROEM)
C (3.5616, -1.1170, 0.3987)
C (3.3922, 0.3822, 0.6251)
C (4.4753, 0.8484, 1.6001)
C (2.0034, 0.7363, 1.2270)
C (0.8022, 1.0311, 0.2709)
C (-0.1361, -0.1926, -0.0123)
C (0.1304, -1.4914, 0.7048)
F (-0.1882, -1.3483, 2.0739)
B (-0.0760, 2.1081, 1.0680)
N (-0.8014, 1.7191, 2.2168)
O (-0.1356, 3.4571, 0.7039)
C (1.3109, 1.6006, -1.0708)
C (2.7185, 2.2080, -1.0644)
C (2.9204, 3.3973, -0.1219)
C (3.0812, 2.6569, -2.4770)
N (3.6127, 1.0786, -0.6854)
O (4.0582, 0.3683, -1.6476)
H (4.5826, -1.3520, 0.1054)
H (2.9126, -1.4866, -0.3953)
H (3.3392, -1.6471, 1.3280)
H (4.3750, 1.9080, 1.8400)
H (5.4642, 0.6868, 1.1679)
H (4.4076, 0.2813, 2.5318)
H (2.1594, 1.6154, 1.8570)
H (1.7424, -0.0543, 1.9321)
H (-1.1715, 0.0525, 0.2450)
H (-0.1556, -0.4088, -1.0845)
H (-0.5066, -2.2883, 0.3198)
H (1.1687, -1.8121, 0.6602)
H (-0.6122, 0.8149, 2.6285)
H (-0.9925, 2.4191, 2.9185)
H (-0.6641, 3.6478, -0.0698)
H (0.6103, 2.3421, -1.4696)
H (1.3615, 0.7985, -1.8109)
H (2.4198, 4.2735, -0.5329)
H (3.9865, 3.6197, -0.0414)
H (2.5247, 3.2527, 0.8797)
H (4.1527, 2.8383, -2.5613)
H (2.5480, 3.5836, -2.6932)
H (2.8109, 1.9102, -3.2212)
C (-1.4208, -3.3055, -6.8554)
O (-0.8593, -2.4292, -5.8705)
P (-1.2756, -2.6175, -4.3504)
O (-1.1564, -3.9939, -3.8610)
O (-2.7143, -1.9788, -4.1863)
C (-3.8589, -2.8363, -4.0666)
O (-0.4031, -1.5071, -3.6556)
C (0.9966, -1.7721, -3.4546)
H (-1.5251, -4.3149, -6.4570)
H (-2.3884, -2.9214, -7.1794)
H (-0.7348, -3.3160, -7.6978)
H (-3.6648, -3.6295, -3.3475)
H (-4.1115, -3.2742, -5.0324)
H (-4.6760, -2.2052, -3.7295)
H (1.4647, -2.1092, -4.3787)
H (1.1203, -2.5271, -2.6791)
H (1.4426, -0.8333, -3.1421)
C (-6.6415, 3.7639, -1.4241)
O (-6.6264, 5.0069, -0.7133)
P (-5.2308, 5.5952, -0.2326)
O (-4.2165, 5.6557, -1.2904)
O (-4.8024, 4.7680, 1.0455)
C (-3.7523, 3.7977, 0.9232)
O (-5.6833, 6.9414, 0.4420)
C (-5.9999, 8.0535, -0.4118)
H (-5.7794, 3.6893, -2.0873)
H (-6.6490, 2.9351, -0.7153)
H (-7.5550, 3.7455, -2.0122)
H (-2.9100, 4.2300, 0.3885)
H (-4.1066, 2.9093, 0.3996)
H (-3.4554, 3.5279, 1.9318)
H (-6.7052, 7.7549, -1.1873)
H (-5.0907, 8.4403, -0.8680)
H (-6.4542, 8.8048, 0.2267)
C (1.5598, -3.1587, 3.6363)
O (2.4514, -3.7852, 4.5670)
P (2.4761, -5.3721, 4.6412)
O (2.6356, -6.0250, 3.3384)
O (1.1910, -5.8098, 5.4522)
C (0.0711, -6.3743, 4.7544)
O (3.5861, -5.6099, 5.7310)
C (4.9601, -5.4849, 5.3298)
H (1.4942, -3.7436, 2.7179)
H (0.5725, -3.0402, 4.0813)
H (1.9663, -2.1752, 3.4149)
H (0.4062, -7.1366, 4.0542)
H (-0.4741, -5.5986, 4.2162)
H (-0.5709, -6.8092, 5.5149)
H (5.1251, -4.5420, 4.8082)
H (5.2347, -6.3166, 4.6838)
H (5.5453, -5.5044, 6.2441)

Multiplicity: 2
Relative energy (zero: lowest compared OMol25 entry of this formula, charge and spin), kcal/mol: 0.00
LUMO energy (alpha / beta), eV: 0.31 / 0.31
Highest occupied orbital energy (alpha / beta), eV: -7.88 / -9.35
Gap between HOMO and LUMO (alpha / beta), eV: 8.19 / 9.66
Total charge: 0
Expectation value of S²: 0.754

***

Computed, not measured: a 14-piece molecular cluster, C20H50ClN13O30 overall, with ωB97M-V with the def2-TZVPD basis set.

CARTESIAN COORDINATES (ANGSTROEM)
O (-2.0955, 3.3275, 0.9305)
C (-2.1642, 2.0862, 1.1472)
O (-3.4594, 1.5372, 1.2860)
C (-4.0456, 1.2748, -0.0187)
C (-5.3457, 0.3455, 0.0029)
C (-5.9516, 0.0304, 1.4486)
Cl (-4.8732, -1.0491, 2.4843)
O (-0.9353, 1.4069, 1.2892)
C (-0.7955, 0.2891, 0.3785)
C (-1.6881, -1.0128, 1.0662)
C (-1.3331, -2.5107, 0.3820)
O (-2.6971, -1.6571, 0.1543)
H (-4.3242, 2.3004, -0.4711)
H (-3.3137, 0.8061, -0.7763)
H (-5.1656, -0.6717, -0.5106)
H (-6.1680, 0.9027, -0.5873)
H (-6.9190, -0.5762, 1.2785)
H (-6.2658, 0.9936, 1.9779)
H (-1.2340, 0.4471, -0.6577)
H (0.2661, -0.1347, 0.3797)
H (-1.8965, -0.9743, 2.2463)
H (-1.1829, -2.8865, 1.4864)
H (-2.0310, -3.3709, 0.1564)
C (-1.0782, -5.8857, 4.2586)
N (-0.9701, -4.8134, 3.2366)
O (-1.4669, -3.7253, 3.5065)
O (-0.3907, -5.0999, 2.1981)
H (-1.6127, -5.4953, 5.1228)
H (-1.6248, -6.7137, 3.8087)
H (-0.0657, -6.1827, 4.5325)
C (0.7022, -3.5615, -3.4945)
N (0.8456, -3.1924, -2.0619)
O (0.6970, -4.0723, -1.2323)
O (1.1026, -2.0240, -1.8188)
H (0.4746, -4.6238, -3.5641)
H (-0.1101, -2.9659, -3.9051)
H (1.6457, -3.3364, -3.9875)
C (0.1921, 0.8398, -3.8765)
N (0.1245, -0.3225, -4.7980)
O (-0.8285, -0.3845, -5.5607)
O (1.0301, -1.1355, -4.7230)
H (-0.6737, 1.4776, -4.0497)
H (0.1870, 0.4509, -2.8581)
H (1.1175, 1.3785, -4.0910)
C (2.5101, 4.3156, -6.4079)
N (1.9140, 3.4394, -5.3671)
O (1.0992, 3.9417, -4.6100)
O (2.2835, 2.2750, -5.3428)
H (2.0899, 5.3151, -6.3074)
H (3.5871, 4.3323, -6.2457)
H (2.2627, 3.8890, -7.3793)
C (-2.6273, 2.9992, -6.7335)
N (-2.4839, 3.3509, -5.2969)
O (-2.6279, 2.4521, -4.4829)
O (-2.2324, 4.5138, -5.0372)
H (-2.8491, 1.9366, -6.8139)
H (-3.4440, 3.5960, -7.1376)
H (-1.6842, 3.2349, -7.2249)
C (0.4255, -8.7175, 1.2424)
N (-0.1826, -9.5511, 2.3128)
O (-0.9958, -9.0128, 3.0476)
O (0.1772, -10.7135, 2.3773)
H (0.0148, -7.7109, 1.3045)
H (1.5020, -8.7050, 1.4078)
H (0.1767, -9.1772, 0.2867)
C (1.1549, 7.4380, -2.9549)
N (1.5383, 7.3204, -4.3860)
O (2.7314, 7.3135, -4.6514)
O (0.6309, 7.2386, -5.1946)
H (2.0595, 7.5017, -2.3534)
H (0.5562, 8.3417, -2.8486)
H (0.5803, 6.5496, -2.6951)
C (6.3141, 7.2277, -7.2032)
N (5.8600, 5.8821, -7.6404)
O (5.6779, 5.7114, -8.8333)
O (5.7018, 5.0437, -6.7676)
H (6.4113, 7.8665, -8.0788)
H (5.5627, 7.6215, -6.5193)
H (7.2756, 7.1045, -6.7064)
C (-2.4651, 2.4412, 4.2756)
N (-2.2960, 2.8682, 5.6885)
O (-2.4398, 2.0218, 6.5524)
O (-2.0236, 4.0436, 5.8779)
H (-2.7029, 1.3790, 4.2546)
H (-3.2794, 3.0270, 3.8499)
H (-1.5253, 2.6364, 3.7600)
C (-2.6773, 6.9556, 4.1812)
N (-4.0356, 7.4045, 3.7792)
O (-4.6983, 6.6428, 3.0943)
O (-4.3885, 8.5058, 4.1656)
H (-2.4990, 5.9642, 3.7693)
H (-1.9619, 7.6736, 3.7813)
H (-2.6479, 6.9316, 5.2697)
C (1.9127, -9.3191, 5.9888)
N (2.0197, -8.2432, 4.9709)
O (1.5238, -7.1602, 5.2422)
O (2.5986, -8.5223, 3.9334)
H (1.3775, -8.9320, 6.8539)
H (1.3669, -10.1467, 5.5360)
H (2.9277, -9.6145, 6.2616)
C (6.6493, -9.7018, 5.5321)
N (5.5346, -10.4239, 6.1987)
O (4.7181, -9.7529, 6.8144)
O (5.5159, -11.6347, 6.0824)
H (6.5382, -8.6355, 5.7195)
H (7.5811, -10.0733, 5.9563)
H (6.5871, -9.9148, 4.4657)
C (0.8351, 4.9541, 2.6981)
N (0.9297, 6.0060, 1.6526)
O (0.4446, 7.0963, 1.9083)
O (1.4873, 5.7006, 0.6125)
H (0.3176, 5.3649, 3.5632)
H (0.2762, 4.1193, 2.2747)
H (1.8501, 4.6586, 2.9606)

LUMO energy, eV: -0.39
Highest occupied orbital energy, eV: -7.99
Gap between HOMO and LUMO, eV: 7.60
Total charge: 0

***

Computed, not measured: a 7-piece molecular cluster, C20H50N6O6P overall, with ωB97M-V with the def2-TZVPD basis set.

CARTESIAN COORDINATES (ANGSTROEM)
C (0.1585, -5.7603, 0.0175)
P (-1.2363, -6.8618, -0.0657)
C (-2.7436, -5.8791, -0.2065)
H (0.1750, -5.2334, -0.9504)
H (-0.0902, -5.0110, 0.7876)
H (1.1026, -6.2670, 0.2430)
H (-1.3057, -7.6606, 1.0739)
H (-1.1588, -7.6930, -1.1812)
H (-3.2461, -6.1039, -1.1541)
H (-3.4018, -6.0844, 0.6457)
H (-2.4485, -4.8174, -0.2082)
C (1.4922, -2.7460, -2.1932)
C (0.1299, -3.0324, -2.7771)
O (-0.8379, -3.2795, -2.0583)
N (-0.0039, -2.9917, -4.1200)
C (1.0102, -2.6989, -5.1178)
H (1.4279, -2.7994, -1.1085)
H (2.2313, -3.4670, -2.5467)
H (1.8302, -1.7479, -2.4738)
H (-0.9432, -3.1735, -4.4421)
H (0.7346, -1.8155, -5.6937)
H (1.1254, -3.5383, -5.8037)
H (1.9660, -2.5126, -4.6395)
C (-1.2314, -1.0094, 2.0480)
C (0.2307, -1.1560, 1.6792)
O (0.7008, -2.2454, 1.3567)
N (0.9883, -0.0375, 1.7078)
C (0.5462, 1.3172, 2.0137)
H (-1.6983, -1.9874, 1.9786)
H (-1.3440, -0.6363, 3.0662)
H (-1.7399, -0.3223, 1.3709)
H (1.9592, -0.1867, 1.4755)
H (0.7351, 1.9806, 1.1742)
H (1.0793, 1.7069, 2.8801)
H (-0.5149, 1.3299, 2.2326)
C (-2.2240, 5.2905, 1.1242)
C (-1.1997, 4.2242, 0.8324)
O (-0.1012, 4.1994, 1.3684)
N (-1.5394, 3.2374, -0.0386)
C (-2.7975, 2.9878, -0.7141)
H (-1.7959, 5.9843, 1.8416)
H (-2.4920, 5.8317, 0.2159)
H (-3.1303, 4.8550, 1.5463)
H (-0.7929, 2.5794, -0.1983)
H (-3.1902, 2.0100, -0.4333)
H (-2.6700, 3.0000, -1.7966)
H (-3.5349, 3.7394, -0.4491)
C (-3.7161, -1.4644, -2.6364)
C (-4.7841, -0.4148, -2.4175)
O (-4.5704, 0.7694, -2.6086)
N (-6.0170, -0.8439, -2.0368)
C (-6.4626, -2.1991, -1.7927)
H (-2.7952, -0.9646, -2.9224)
H (-3.5269, -2.0521, -1.7381)
H (-4.0169, -2.1415, -3.4381)
H (-6.6870, -0.0971, -1.9286)
H (-7.2774, -2.4675, -2.4668)
H (-6.8152, -2.3131, -0.7659)
H (-5.6448, -2.8949, -1.9545)
C (4.1478, 3.2892, 6.3887)
C (2.8134, 3.3898, 5.6855)
O (1.7666, 3.5147, 6.3001)
N (2.8207, 3.3298, 4.3271)
C (3.9410, 3.1626, 3.4226)
H (3.9706, 3.3518, 7.4584)
H (4.6395, 2.3423, 6.1619)
H (4.8104, 4.1017, 6.0878)
H (1.9034, 3.4346, 3.9186)
H (4.0223, 4.0153, 2.7487)
H (3.8152, 2.2650, 2.8159)
H (4.8741, 3.0705, 3.9689)
C (4.3686, 1.2178, -0.9647)
C (4.6708, 2.5610, -0.3362)
O (5.3358, 2.6597, 0.6813)
N (4.1610, 3.6646, -0.9438)
C (3.3483, 3.7408, -2.1395)
H (4.8413, 0.4493, -0.3593)
H (3.2923, 1.0364, -1.0020)
H (4.7631, 1.1625, -1.9801)
H (4.3960, 4.5267, -0.4749)
H (3.8445, 4.3346, -2.9086)
H (2.3818, 4.1985, -1.9204)
H (3.1742, 2.7460, -2.5385)

Relative energy (zero: lowest compared OMol25 entry of this formula, charge and spin), kcal/mol: 0.00
LUMO energy, eV: -2.83
Highest occupied orbital energy, eV: -10.34
Gap between HOMO and LUMO, eV: 7.51
Total charge: +1

***

Number 1: calculated total energy -84464.621 eV. Number 2: calculated total energy -114824.740 eV. Number 3: calculated total energy -52061.419 eV.